C12H36B3MnO6S3 as an isolated structure in a non-equilibrium geometry, computed with ωB97M-V with the def2-TZVPD basis set.

Each line ends with the natural charge from an NBO analysis.
Atoms and positions in Å:
Mn  -0.8275  -1.0732  0.5417  1.224
B  -2.2793  -2.1556  -0.6569  -0.785
H  -2.5573  -1.1433  -0.9063  -0.007
H  -2.8677  -2.8702  -1.2114  0.018
H  -1.2174  -2.2827  -0.7997  -0.051
H  -2.4516  -2.3623  0.3880  0.055
B  -2.5822  -0.1282  1.8026  -0.795
H  -3.5392  -0.6208  1.7272  0.014
H  -2.3155  0.2235  0.8180  -0.031
H  -2.6501  0.7191  2.4672  -0.033
H  -1.8706  -0.7737  2.2938  0.028
B  -0.1494  -2.7069  2.2409  -0.753
H  -0.5645  -3.1650  1.3566  0.008
H  0.2384  -1.7728  1.8649  -0.080
H  -0.9594  -2.5376  2.9333  0.005
H  0.6600  -3.2510  2.7025  -0.013
C  1.8701  0.8196  4.3999  -0.430
C  0.3857  0.9014  4.5300  -0.417
C  -0.1961  2.0742  3.6453  -0.629
S  0.7034  1.7510  2.0760  2.125
O  0.9034  2.9695  1.3523  -0.960
O  0.1936  0.5545  1.3802  -0.913
C  2.3366  1.2574  3.0307  -0.599
H  2.1289  -0.2272  4.5596  0.242
H  2.3211  1.3805  5.2184  0.197
H  0.0761  1.0422  5.5656  0.216
H  -0.0557  -0.0520  4.2395  0.269
H  0.1870  3.0039  4.0659  0.216
H  -1.2311  2.1485  3.3116  0.293
H  2.8443  2.1990  3.2400  0.214
H  3.0461  0.7719  2.3606  0.255
C  1.7973  -1.7967  -3.7993  -0.411
C  2.4132  -3.2137  -3.4873  -0.412
C  2.2915  -3.4664  -1.9027  -0.649
S  2.4388  -1.8225  -1.0309  2.100
O  3.8081  -1.8052  -0.4521  -0.922
O  1.2265  -1.6343  -0.2274  -0.918
C  2.3774  -0.9189  -2.6693  -0.618
H  0.7231  -1.8090  -3.6148  0.236
H  1.9861  -1.3869  -4.7915  0.225
H  3.3792  -3.3757  -3.9656  0.208
H  1.8777  -4.0307  -3.9709  0.221
H  3.0490  -4.0706  -1.4035  0.245
H  1.3632  -3.9530  -1.6036  0.261
H  3.4073  -0.6544  -2.9089  0.227
H  1.7937  -0.0242  -2.4527  0.246
C  -2.7236  3.2865  -2.2802  -0.403
C  -1.3262  3.9247  -2.4034  -0.408
C  -0.3449  2.9508  -1.6173  -0.639
S  -0.8511  1.2282  -2.1610  2.145
O  -0.7346  0.3866  -0.9712  -0.911
O  -0.3289  0.8928  -3.4585  -0.935
C  -2.6035  1.7051  -2.4017  -0.662
H  -3.3737  3.8267  -2.9685  0.217
H  -3.1181  3.4660  -1.2800  0.217
H  -1.1901  4.9179  -1.9755  0.220
H  -1.0650  4.0768  -3.4506  0.206
H  -0.4631  3.0554  -0.5388  0.267
H  0.7403  2.9505  -1.7197  0.241
H  -3.2232  1.2342  -1.6386  0.282
H  -2.9065  1.3664  -3.3925  0.241

As for the spin multiplicity: 6. As for the expectation value of S²: 8.7543. For the energy relative to the best compared isomer or geometry (same formula, charge and spin), the calculation gives 440.1 kJ/mol. The frontier orbital gap (spin up / spin down) comes out at 6.4 / 7.2 eV. The calculation puts the LUMO energy (spin up / spin down) at 0.0819 / 0.0818 Eh. As for the HOMO energy (spin up / spin down): -0.1531 / -0.1818 hartree. The charge is -1.

---

A 7-piece molecular cluster, C12H36ClO6 overall in a non-equilibrium geometry, computed with ωB97M-V with the def2-TZVPD basis set.

Each line ends with the natural charge from an NBO analysis.
Atoms and positions in Å:
Cl  0.6939  -0.6612  0.6277  -0.893
C  4.4670  1.7864  -0.2377  -0.637
C  3.2321  2.6297  0.1873  0.104
C  2.4076  3.0474  -0.9609  -0.631
O  2.4173  2.0133  1.1528  -0.752
H  5.0701  1.4068  0.5870  0.209
H  5.1528  2.3580  -0.8631  0.189
H  4.1675  0.9501  -0.8695  0.223
H  3.6607  3.4914  0.6991  0.152
H  1.9439  2.2291  -1.5117  0.221
H  3.0371  3.5948  -1.6624  0.194
H  1.5634  3.6755  -0.6765  0.209
H  1.8569  1.3148  0.8069  0.495
C  -2.4474  3.5900  -0.3238  -0.615
C  -1.4003  2.6707  0.2845  0.088
C  -1.8722  2.1403  1.6413  -0.640
O  -1.2238  1.5374  -0.5886  -0.745
H  -2.3787  4.5079  0.2600  0.193
H  -3.4784  3.2384  -0.2845  0.205
H  -2.2080  3.8437  -1.3565  0.210
H  -0.4307  3.1512  0.4154  0.162
H  -2.8288  1.6214  1.5804  0.212
H  -2.0305  2.8466  2.4562  0.192
H  -1.1580  1.4212  2.0422  0.218
H  -0.5786  1.0106  -0.1114  0.490
C  -2.3240  -3.9209  -2.1308  -0.622
C  -1.2099  -3.2538  -1.2697  0.101
C  0.1883  -3.7975  -1.5939  -0.638
O  -1.1135  -1.8974  -1.7324  -0.750
H  -2.0889  -3.7508  -3.1815  0.207
H  -3.2550  -3.4338  -1.8408  0.218
H  -2.2944  -4.9885  -1.9134  0.191
H  -1.4434  -3.2594  -0.2050  0.173
H  0.4899  -3.7818  -2.6413  0.200
H  0.2972  -4.8542  -1.3499  0.185
H  0.9741  -3.2381  -1.0862  0.225
H  -0.3769  -1.5041  -1.2587  0.488
C  0.0711  -0.4624  4.5816  -0.253
O  1.3209  -0.6183  3.9209  -0.750
H  -0.6062  -1.1991  4.1495  0.152
H  0.0131  -0.7035  5.6430  0.172
H  -0.4012  0.4674  4.2644  0.165
H  1.1934  -0.4830  2.9791  0.502
C  1.7064  -0.7535  -3.4406  -0.252
O  2.6524  -0.7233  -2.3765  -0.749
H  0.9409  -0.0026  -3.2454  0.174
H  2.1892  -0.5401  -4.3942  0.163
H  1.1791  -1.7070  -3.4710  0.168
H  2.1322  -0.7732  -1.5712  0.490
C  -3.2675  -1.8523  1.8222  -0.253
O  -2.5857  -1.1811  0.7404  -0.735
H  -2.6846  -2.6352  2.3074  0.160
H  -3.4959  -1.1258  2.6021  0.155
H  -4.1870  -2.3058  1.4521  0.167
H  -1.6490  -1.1363  0.9457  0.496

For the energy relative to the best compared isomer or geometry (same formula, charge and spin), the calculation gives 89.5 kJ/mol. The frontier orbital gap comes out at 9.7 eV. The calculation puts the LUMO energy at 0.1162 Eh. As for the HOMO energy: -0.2388 hartree. The charge is -1.

---

C12H36KO20P2 as an isolated structure in a non-equilibrium geometry, computed with ωB97M-V with the def2-TZVPD basis set.

Each line ends with the Mulliken spin population.
Atoms and positions in Å:
K  18.4505  -0.5101  6.4336  0.002
P  17.1258  3.2059  8.4972  -0.056
O  15.7913  3.8392  8.1095  0.105
O  17.3444  3.0330  10.0141  0.097
O  18.2644  4.1783  8.0868  0.736
O  17.2906  1.8549  7.6080  0.124
P  21.0454  -2.1613  4.9975  0.000
O  21.1724  -0.5973  4.9256  0.000
O  20.0613  -2.6816  6.1115  0.000
O  22.4606  -2.8161  5.2295  0.000
O  20.3583  -2.7187  3.7019  0.000
C  16.9993  -3.7473  5.0224  0.000
C  17.0019  -2.7520  3.7898  0.000
O  17.8347  -1.6360  3.8870  0.000
O  18.1920  -4.3983  5.0203  0.000
H  16.1705  -4.4548  5.0463  0.000
H  16.8113  -3.1300  5.9008  0.000
H  15.9918  -2.3441  3.7510  0.000
H  17.2352  -3.2744  2.8620  0.000
H  18.7407  -1.9350  3.9937  0.000
H  18.8826  -3.7422  5.1392  0.000
C  15.8198  -0.2551  9.9575  0.000
C  15.2648  -1.6495  9.9781  0.000
O  15.9948  -2.6123  10.6435  0.000
O  16.9882  -0.2118  9.1192  0.005
H  16.0567  0.1576  10.9381  -0.001
H  15.0502  0.4352  9.6120  0.001
H  15.0008  -2.0928  9.0180  0.000
H  14.4133  -1.4162  10.6173  0.000
H  16.0929  -2.3024  11.5467  0.000
H  16.9324  0.6170  8.6380  -0.005
C  21.9765  2.3889  5.9825  0.000
C  21.8603  1.6341  7.3440  0.000
O  20.9718  0.5283  7.2124  0.000
O  22.3511  1.6722  4.8185  0.000
H  22.7909  3.0989  6.1263  0.000
H  21.1127  3.0291  5.8034  0.000
H  21.4756  2.3760  8.0438  -0.001
H  22.8319  1.2424  7.6452  0.000
H  21.2273  0.0212  6.4384  0.000
H  21.8631  0.8460  4.8463  0.000
C  19.7055  1.3502  2.6448  0.000
C  19.9697  0.2245  1.6366  0.000
O  21.0951  -0.5895  1.9319  0.000
O  19.5000  0.9503  4.0327  0.000
H  18.8373  1.9824  2.4585  0.000
H  20.5523  2.0346  2.5960  0.000
H  20.1214  0.6561  0.6473  0.000
H  19.0857  -0.4127  1.6625  0.000
H  20.8567  -1.1753  2.6542  0.000
H  20.1617  0.2781  4.2109  0.000
C  18.6809  -3.7119  8.9783  0.000
C  19.5064  -2.5965  9.6660  0.000
O  19.8508  -1.5928  8.7302  0.001
O  19.4509  -4.3549  7.9404  0.000
H  17.7490  -3.4344  8.4857  0.000
H  18.4466  -4.5266  9.6635  0.000
H  20.3921  -2.9870  10.1671  0.000
H  18.9504  -2.1221  10.4747  0.000
H  20.1539  -2.0554  7.9455  0.000
H  19.7106  -3.6436  7.3503  0.000
C  13.8993  1.6484  6.1554  0.000
C  14.8127  0.5375  5.7392  0.001
O  16.1297  1.0365  5.5835  0.003
O  14.0652  1.8747  7.5908  0.005
H  12.8628  1.4158  5.9110  0.000
H  14.1474  2.5278  5.5612  0.000
H  14.5023  0.1882  4.7545  0.000
H  14.6983  -0.2798  6.4513  0.000
H  16.4046  1.4898  6.3838  -0.010
H  14.7977  2.4899  7.6723  -0.006

As for the spin multiplicity: 2. As for the expectation value of S²: 0.7583. The frontier orbital gap comes out at 4.3 eV. The calculation puts the LUMO energy at 0.2765 Eh. As for the HOMO energy: 0.1201 hartree. The charge is -4.

---

C12H36LiO3PSbSi3 as an isolated structure, computed with ωB97M-V with the def2-TZVPD basis set.

Each line ends with the natural charge from an NBO analysis.
Atoms and positions in Å:
Li  -1.5103  0.2621  -2.0741  0.872
C  -1.1893  -0.0590  4.2902  -1.123
Si  -2.2784  -0.2454  2.7648  1.399
C  -3.1514  -1.9141  2.7727  -1.120
C  -3.5362  1.1572  2.7000  -1.119
Sb  -0.8905  -0.1122  0.5777  -0.562
Si  0.3607  2.1206  0.9151  1.369
C  1.7563  2.2436  -0.3470  -1.113
C  1.0418  2.4359  2.6415  -1.121
C  -0.9531  3.4078  0.4869  -1.116
Si  0.8441  -1.9934  0.9707  1.375
C  -0.1179  -3.5927  0.6834  -1.118
C  1.5295  -1.9633  2.7278  -1.120
C  2.2955  -1.9259  -0.2406  -1.115
H  -1.7993  -0.1077  5.1950  0.253
H  -0.6661  0.8976  4.2905  0.242
H  -0.4410  -0.8493  4.3490  0.243
H  -3.8138  -1.9925  3.6377  0.253
H  -2.4367  -2.7370  2.8280  0.238
H  -3.7567  -2.0528  1.8751  0.243
H  -4.2022  1.1065  3.5643  0.252
H  -4.1523  1.1050  1.8006  0.242
H  -3.0453  2.1319  2.7186  0.237
H  2.5274  1.4893  -0.1767  0.242
H  2.2330  3.2250  -0.2908  0.251
H  1.3844  2.1202  -1.3649  0.221
H  1.5982  1.5787  3.0246  0.244
H  0.2422  2.6648  3.3475  0.243
H  1.7197  3.2921  2.6227  0.253
H  -1.3910  3.2099  -0.4946  0.224
H  -0.5331  4.4161  0.4681  0.250
H  -1.7643  3.4025  1.2173  0.242
H  -0.8731  -3.7327  1.4591  0.241
H  0.5407  -4.4638  0.7024  0.250
H  -0.6322  -3.5828  -0.2802  0.231
H  0.7901  -2.3262  3.4429  0.240
H  1.8253  -0.9555  3.0257  0.241
H  2.4071  -2.6081  2.8069  0.252
H  2.0239  -2.3119  -1.2242  0.230
H  3.1142  -2.5444  0.1346  0.251
H  2.6725  -0.9095  -0.3669  0.238
C  2.8652  0.1878  -4.8510  -0.245
O  2.1236  0.6469  -3.7070  -0.837
P  0.8794  -0.0621  -3.0137  1.640
O  0.5659  -1.1774  -4.1503  -0.829
C  -0.3422  -2.2451  -3.8834  -0.265
O  -0.3678  1.0636  -3.2933  -0.934
C  -0.2582  2.1903  -4.1870  -0.261
H  3.8391  0.6642  -4.7907  0.209
H  2.3611  0.4835  -5.7690  0.193
H  2.9841  -0.8926  -4.8401  0.199
H  0.0137  -3.1274  -4.4087  0.220
H  -1.3388  -1.9952  -4.2545  0.184
H  -0.3958  -2.4699  -2.8117  0.180
H  -0.7280  1.9646  -5.1430  0.198
H  0.7863  2.4416  -4.3480  0.211
H  -0.7602  3.0408  -3.7300  0.201

The frontier orbital gap comes out at 8.4 eV. The calculation puts the LUMO energy at -0.1046 Eh. As for the HOMO energy: -0.4128 hartree. The charge is +1.

---

| no. | E (eV) |
| --- | --- |
| 1 | -91159.9259 |
| 2 | -37837.0851 |
| 3 | -88878.4778 |
| 4 | -58834.0867 |